11 unconnected molecules or ions with the total composition C27H67N8O17 at a distorted geometry, computed with wB97M-V/def2-TZVPD.

Positions of all 119 atoms, in Å:
1 C 1.1497 4.2338 -1.5846
2 C 1.3910 2.8030 -1.9303
3 O 2.4334 2.1941 -1.7198
4 N 0.1629 2.2076 -2.7054
5 H -0.3774 1.6488 -2.0605
6 H -0.4279 2.9501 -3.0514
7 C 0.6802 1.3501 -3.8482
8 H 2.1497 4.6493 -1.4597
9 H 0.4740 4.5758 -0.8007
10 H 0.7830 4.7423 -2.4762
11 H 0.8760 1.8722 -4.7848
12 H -0.1066 0.6266 -4.0615
13 H 1.5723 0.7693 -3.6140
14 C 1.5648 -2.3255 3.3820
15 C 1.2027 -1.0378 4.1288
16 O 0.2461 -0.9908 4.8766
17 N 1.7612 0.3058 3.5386
18 H 2.6640 0.0841 3.1437
19 H 1.1467 0.6814 2.8306
20 C 1.9302 1.3604 4.6359
21 H 2.4816 -2.3260 2.7926
22 H 0.6814 -2.8618 3.0353
23 H 1.8754 -2.8726 4.2722
24 H 2.4153 2.1463 4.0572
25 H 2.6778 0.9597 5.3204
26 H 0.9776 1.7484 4.9966
27 C -1.8992 -2.5493 0.2376
28 C -2.4014 -3.9179 0.4328
29 O -3.5283 -4.2057 0.0639
30 N -1.4127 -4.9950 1.0681
31 H -1.6098 -5.8908 0.6454
32 H -0.5092 -4.7707 0.6764
33 C -1.5021 -5.0181 2.5948
34 H -1.0117 -2.3752 0.8460
35 H -2.7177 -1.8296 0.2255
36 H -1.5563 -2.5416 -0.7970
37 H -1.1583 -4.0631 2.9923
38 H -0.8606 -5.8679 2.8279
39 H -2.5371 -5.1482 2.9111
40 C 6.7257 -2.4343 0.6905
41 C 6.0153 -1.9114 -0.5224
42 O 6.2729 -2.0355 -1.7671
43 N 4.5997 -1.4290 -0.2210
44 H 4.1419 -2.2814 0.0686
45 H 4.5362 -0.8321 0.5913
46 C 3.8013 -0.9678 -1.5083
47 H 7.1328 -1.4998 1.0766
48 H 7.6522 -2.8789 0.3271
49 H 6.0947 -3.0293 1.3507
50 H 2.8317 -0.5559 -1.2285
51 H 3.5610 -1.8519 -2.0989
52 H 4.4448 -0.2441 -2.0085
53 C -4.4887 -2.5445 3.5188
54 C -3.4186 -1.5178 3.2650
55 O -2.2659 -1.6468 3.6758
56 N -3.9053 -0.2485 2.5749
57 H -4.2616 -0.4283 1.6472
58 H -4.6952 0.0949 3.1025
59 C -2.8741 0.8997 2.4855
60 H -4.0206 -3.4234 3.9622
61 H -5.0011 -2.7633 2.5820
62 H -5.1340 -2.1490 4.3032
63 H -1.8887 0.4947 2.2548
64 H -2.7216 1.2597 3.5029
65 H -3.1521 1.6402 1.7356
66 C -3.7648 -2.4841 -6.5088
67 C -4.1162 -1.9623 -5.1637
68 O -5.2997 -1.9437 -4.7254
69 N -2.9842 -1.2749 -4.3766
70 H -2.1476 -1.8399 -4.4090
71 H -2.6331 -0.3880 -4.7086
72 C -3.2845 -1.3045 -2.9239
73 H -2.7169 -2.7841 -6.5121
74 H -3.8259 -1.6630 -7.2229
75 H -4.5097 -3.1848 -6.8859
76 H -4.2262 -0.7717 -2.7916
77 H -2.4428 -0.7864 -2.4643
78 H -3.3695 -2.3585 -2.6592
79 C 3.5001 3.0562 1.2921
80 C 4.5903 3.5672 2.1488
81 O 4.5365 3.7076 3.3493
82 N 5.8048 3.9692 1.3131
83 H 6.1603 3.0992 0.9431
84 H 5.5490 4.4623 0.4696
85 C 6.8738 4.8820 2.0148
86 H 2.6736 3.7629 1.2185
87 H 3.1520 2.0829 1.6381
88 H 3.7171 2.9283 0.2316
89 H 6.3595 5.7948 2.3154
90 H 7.6227 5.0076 1.2328
91 H 7.2234 4.4241 2.9401
92 C -3.5595 2.4893 -1.5743
93 C -4.7146 2.2123 -2.5703
94 O -5.7885 1.7819 -2.2311
95 N -4.5951 2.8367 -3.9347
96 H -4.7635 3.8310 -3.8803
97 H -3.6047 2.7565 -4.1159
98 C -5.4672 2.2143 -4.9553
99 H -3.8903 2.0202 -0.6477
100 H -3.4587 3.5720 -1.4983
101 H -2.5896 2.0653 -1.8344
102 H -5.3723 2.7764 -5.8843
103 H -6.4809 2.2242 -4.5549
104 H -5.1323 1.1852 -5.0855
105 O 0.7589 -0.8039 0.4577
106 C 0.1164 0.3269 0.5000
107 O 0.6257 1.2329 1.2251
108 O -0.8740 0.4090 -0.2274
109 H 0.2294 -1.2757 -0.1894
110 O 1.6650 -5.2431 1.1218
111 C 2.0159 -4.3001 0.2636
112 O 3.0792 -3.7920 0.4471
113 O 1.2216 -3.8911 -0.5512
114 H 2.5011 -5.3090 1.5889
115 O -0.6268 3.6797 1.7030
116 C -0.9120 3.9833 2.9364
117 O -1.3533 5.0933 3.1916
118 O -0.7608 3.1307 3.9294
119 H -0.3739 2.7577 1.6159

Atoms 1-6, force components in eV/Å:
C 0.824 0.531 -0.969
C 2.512 0.319 1.944
O -4.149 0.911 -1.424
N 2.503 -0.904 -0.997
H -0.252 -0.715 1.052
H 0.077 0.505 -0.008

Summary:
F_max: 7.5 eV Å⁻¹
LUMO level: -13.09 eV
Electronic energy: -75756.0991 eV
Total charge: +5
Energy relative to the best compared isomer or geometry (same formula, charge and spin): 886.7 kJ/mol

7 unconnected molecules or ions with the total composition C27H68F12N5O4P2 at a distorted geometry, computed with wB97M-V/def2-TZVPD.

Positions of all 118 atoms, in Å:
1 C -5.5089 8.9615 16.8527
2 C -6.3290 9.2978 18.1152
3 O -7.5301 9.4186 18.0937
4 N -5.5993 9.2389 19.5431
5 H -4.6855 8.8256 19.4237
6 H -5.5295 10.1776 19.9093
7 C -6.3954 8.2695 20.4910
8 H -4.5951 9.5440 16.9694
9 H -6.0596 9.4351 16.0399
10 H -5.4479 7.9095 16.5741
11 H -6.1373 7.2522 20.1966
12 H -7.4341 8.5997 20.4783
13 H -5.8443 8.3524 21.4278
14 C 0.3869 7.7585 11.9342
15 C 1.0226 7.8962 13.3022
16 O 2.0464 7.2833 13.7344
17 N 0.2992 8.8085 14.2510
18 H -0.6377 9.0715 13.9807
19 H 0.2207 8.3743 15.1595
20 C 0.9890 10.1790 14.2804
21 H 0.9964 6.9887 11.4610
22 H 0.4049 8.6695 11.3361
23 H -0.5636 7.2278 11.9896
24 H 2.0587 10.0477 14.4432
25 H 0.6431 10.7365 15.1509
26 H 0.8731 10.7692 13.3713
27 C -6.1487 4.3865 16.2174
28 N -5.9279 3.6797 17.6212
29 C -4.6246 2.8268 17.5682
30 C -5.7215 4.7785 18.6816
31 C -7.1847 2.8490 17.9328
32 C -7.1514 2.1682 19.3472
33 O -7.6803 0.8674 19.1516
34 H -6.1517 3.5453 15.5242
35 H -5.3420 5.1101 16.0998
36 H -7.1178 4.8650 16.0764
37 H -4.6120 2.3231 18.5347
38 H -3.8219 3.5117 17.2949
39 H -4.6695 2.1259 16.7347
40 H -4.9069 5.4120 18.3307
41 H -5.5865 4.3643 19.6808
42 H -6.6006 5.4136 18.5733
43 H -7.2056 2.1216 17.1212
44 H -8.0870 3.4556 17.8549
45 H -7.8484 2.5965 20.0674
46 H -6.1987 2.0531 19.8642
47 H -8.6352 0.8609 19.0530
48 C 0.8464 8.6251 19.6465
49 N 1.6529 7.4802 20.3161
50 C 3.0818 7.9467 20.4241
51 C 1.1040 7.3373 21.7107
52 C 1.4984 6.0825 19.5648
53 C 2.2698 6.0807 18.2160
54 O 3.6560 6.0168 18.3528
55 H -0.2349 8.5782 19.7751
56 H 1.2077 8.5086 18.6248
57 H 1.1423 9.5444 20.1520
58 H 3.1470 8.8455 21.0373
59 H 3.4589 8.1554 19.4230
60 H 3.6706 7.1379 20.8567
61 H 0.7004 8.2677 22.1102
62 H 1.8062 6.9108 22.4269
63 H 0.3828 6.5207 21.6773
64 H 0.4324 6.0221 19.3453
65 H 1.7180 5.2022 20.1688
66 H 1.9303 6.8470 17.5192
67 H 2.0487 5.1681 17.6626
68 H 3.9464 5.1031 18.4026
69 C 4.2354 -0.6085 14.5243
70 C 3.0730 -0.4983 15.5854
71 C 2.3931 0.8588 15.4778
72 C 1.1197 0.8689 16.3112
73 N 0.2634 2.0751 15.8166
74 C -0.5774 1.5862 14.5586
75 C -0.4844 2.6510 13.4920
76 C 0.8192 3.2763 13.7219
77 C 0.9417 3.3813 15.2701
78 C -0.7155 2.3612 16.9780
79 C -0.1262 3.0238 18.2264
80 C -1.0281 2.8504 19.5246
81 H 3.8775 -0.5365 13.4973
82 H 4.6598 -1.6056 14.6417
83 H 4.9915 0.1067 14.8482
84 H 3.5128 -0.6610 16.5694
85 H 2.3660 -1.2840 15.3190
86 H 2.0956 0.9744 14.4355
87 H 3.1113 1.6220 15.7773
88 H 1.2771 0.8985 17.3894
89 H 0.5008 -0.0027 16.0980
90 H -1.5931 1.2959 14.8272
91 H -0.0434 0.6779 14.2794
92 H -1.3294 3.3349 13.5712
93 H -0.5378 2.0790 12.5657
94 H 0.7752 4.2682 13.2722
95 H 1.6208 2.6546 13.3230
96 H 0.3984 4.2641 15.6071
97 H 1.9658 3.4928 15.6264
98 H -1.1859 1.4030 17.1983
99 H -1.5156 2.9298 16.5040
100 H -0.0147 4.0905 18.0320
101 H 0.8669 2.6698 18.5035
102 H -0.5684 3.3447 20.3805
103 H -1.1380 1.8012 19.7990
104 H -2.0722 3.0468 19.2808
105 P -3.1578 7.0968 21.9596
106 F -2.4826 5.6952 21.4067
107 F -1.6727 7.7870 21.8426
108 F -3.4275 7.7129 20.4296
109 F -3.7955 8.4782 22.5351
110 F -4.6563 6.3271 21.9758
111 F -2.8342 6.6478 23.5161
112 P -1.8269 7.0169 16.5459
113 F -1.5655 6.0661 15.1760
114 F -0.2240 7.4236 16.6727
115 F -2.1406 8.3470 15.6119
116 F -2.0414 7.9159 17.9391
117 F -3.3830 6.6104 16.5940
118 F -1.5037 5.7937 17.5502

Atoms 1-6, force components in eV/Å:
C -0.538 1.872 0.914
C -2.388 -1.478 -0.545
O 2.687 0.199 0.791
N -2.029 -1.312 -1.532
H 0.843 -0.010 0.203
H 0.023 0.318 0.404

Summary:
F_max: 6.2 eV Å⁻¹
LUMO level: -7.11 eV
Electronic energy: -95915.0108 eV
Total charge: +3

A molecular structure, C27H69F6O14Y at a distorted geometry, computed with wB97M-V/def2-TZVPD.

Positions of all 117 atoms, in Å:
1 Y -0.4836 -0.5177 -0.1654
2 C 0.9177 1.0549 2.6134
3 O 1.7470 -0.0684 2.3576
4 O -0.1785 0.8712 1.7333
5 C 0.6002 1.3616 4.1750
6 F 1.6791 1.4508 4.9322
7 F -0.0375 2.5032 4.3892
8 F -0.1559 0.4658 4.7957
9 C 3.1590 0.0785 2.6733
10 C 3.9763 -1.1834 2.3592
11 H 3.6212 -2.1142 2.8013
12 H 4.1084 -1.3116 1.2849
13 H 4.9775 -1.0414 2.7660
14 H 3.3645 0.3865 3.6985
15 H 3.6442 0.9052 2.1544
16 H 1.4742 1.9414 2.3094
17 C 2.9357 -0.0677 -1.8200
18 O 3.4152 -1.3314 -1.3535
19 O 1.5968 0.0113 -1.3145
20 C 3.9916 1.1319 -1.6026
21 F 4.6565 1.1963 -0.4443
22 F 4.9558 1.0537 -2.5413
23 F 3.3985 2.3197 -1.8089
24 C 4.7533 -1.7218 -1.7221
25 C 5.0367 -3.1151 -1.0772
26 H 5.8799 -3.5732 -1.5941
27 H 5.2836 -2.9750 -0.0249
28 H 4.2364 -3.8500 -1.1645
29 H 5.5267 -1.0816 -1.2979
30 H 4.8452 -1.7292 -2.8082
31 H 2.8385 -0.1381 -2.9033
32 C -1.7216 -2.7775 -2.8056
33 O -1.2602 -1.6725 -2.0644
34 H -1.0210 -3.6095 -2.8780
35 H -2.6336 -3.2025 -2.3863
36 H -1.9893 -2.4863 -3.8212
37 C -4.2242 0.8795 -1.8604
38 C -4.0240 -0.0998 -0.7456
39 O -2.8196 0.1982 -0.0372
40 H -5.2586 0.9824 -2.1886
41 H -3.6416 0.5104 -2.7045
42 H -3.9455 1.9113 -1.6467
43 H -3.9505 -1.1030 -1.1653
44 H -4.9133 -0.0296 -0.1192
45 H -2.9910 0.9558 0.5268
46 C -3.1852 5.0155 -1.1823
47 C -2.2327 5.4583 -0.0498
48 O -1.4316 4.3217 0.2476
49 H -3.6446 4.0341 -1.0649
50 H -2.5706 5.1111 -2.0774
51 H -4.0537 5.6633 -1.3017
52 H -2.8248 5.7381 0.8215
53 H -1.5599 6.2774 -0.3035
54 H -0.5313 4.6408 0.3440
55 C 0.1554 3.1712 -2.9203
56 C -0.8796 2.0613 -2.5251
57 O -0.8422 1.8367 -1.1127
58 H -0.0948 4.1288 -2.4637
59 H 0.1463 3.3472 -3.9959
60 H 1.1575 2.9349 -2.5625
61 H -0.6802 1.1580 -3.1017
62 H -1.8907 2.3730 -2.7870
63 H -0.9277 2.7314 -0.7752
64 C -3.5850 3.9425 3.2914
65 C -3.1016 2.5142 2.9349
66 O -3.3250 2.3530 1.5342
67 H -3.4188 4.2145 4.3338
68 H -4.6357 3.9736 3.0030
69 H -3.0782 4.6851 2.6751
70 H -3.7612 1.8069 3.4377
71 H -2.0266 2.4403 3.0992
72 H -2.6256 2.8899 1.1544
73 C 3.3637 4.3135 1.1841
74 C 2.2347 4.2590 0.0741
75 O 1.1560 5.1596 0.2808
76 H 3.8565 5.2844 1.2348
77 H 4.1215 3.5488 1.0140
78 H 2.9401 4.1325 2.1720
79 H 1.7985 3.2601 0.0769
80 H 2.6864 4.4929 -0.8899
81 H 1.5521 6.0256 0.4029
82 C 1.4685 -4.4675 1.3459
83 C 1.0007 -3.7688 0.0910
84 O 1.0760 -2.3814 0.1660
85 H 2.5343 -4.4708 1.5742
86 H 1.1733 -5.5137 1.2657
87 H 0.9971 -4.0222 2.2220
88 H -0.0356 -4.0605 -0.0795
89 H 1.5570 -4.2080 -0.7371
90 H 1.9623 -2.0821 -0.0496
91 C 1.9851 -3.4737 -3.9202
92 C 3.0583 -3.0875 -4.9426
93 O 4.0487 -4.0978 -5.0313
94 H 1.3394 -2.6239 -3.6987
95 H 2.4793 -3.6630 -2.9673
96 H 1.3818 -4.3562 -4.1331
97 H 3.6050 -2.1887 -4.6574
98 H 2.5630 -2.9510 -5.9040
99 H 4.5998 -3.8334 -5.7716
100 C -2.3638 -1.5694 3.5004
101 C -1.3314 -2.2962 2.5588
102 O -1.8123 -1.9939 1.2196
103 H -3.3792 -1.9637 3.4610
104 H -2.3659 -0.4890 3.3556
105 H -2.0589 -1.6324 4.5450
106 H -1.2623 -3.3715 2.7236
107 H -0.3365 -1.8834 2.7256
108 H -2.7122 -2.3278 1.1990
109 C -3.6880 -4.9330 0.5328
110 C -4.7273 -4.0417 1.1814
111 O -4.3712 -2.6721 1.1062
112 H -2.7544 -4.9237 1.0953
113 H -3.5219 -4.7333 -0.5258
114 H -4.1220 -5.9322 0.4950
115 H -4.8021 -4.2775 2.2429
116 H -5.7005 -4.2545 0.7389
117 H -5.1150 -2.1233 1.3654

Atoms 1-6, force components in eV/Å:
Y 0.673 0.321 -1.766
C -1.474 -0.179 -2.196
O 1.347 -0.095 1.370
O 0.913 -0.021 1.763
C -0.589 -1.054 -0.783
F 1.837 0.005 0.065

Summary:
F_max: 3.6 eV Å⁻¹
LUMO level: 0.41 eV
Electronic energy: -75133.1779 eV
Total charge: 0

9 unconnected molecules or ions with the total composition C27H69O32P5 at a distorted geometry, computed with wB97M-V/def2-TZVPD.

Positions of all 133 atoms, in Å:
1 C 0.5480 20.0043 7.3042
2 O 1.2994 20.0164 6.1090
3 P 2.9588 19.9162 6.0486
4 O 3.4265 19.6001 4.6733
5 O 3.4308 21.3160 6.6821
6 C 4.8670 21.4704 6.7374
7 O 3.3645 18.8303 7.2103
8 C 3.4667 17.4356 6.9415
9 H 1.1379 20.1583 8.2078
10 H 0.0240 19.0486 7.2922
11 H -0.1056 20.8550 7.1113
12 H 5.1102 22.5028 6.4863
13 H 5.4190 20.7394 6.1465
14 H 5.2312 21.3722 7.7601
15 H 4.5175 17.2192 6.7490
16 H 2.7582 17.0413 6.2130
17 H 3.2045 17.1211 7.9517
18 C -2.0490 26.6521 4.5712
19 O -3.0012 27.3257 5.3063
20 P -3.2717 27.0415 6.8826
21 O -3.6417 25.6202 7.0996
22 O -4.4634 28.1349 7.2740
23 C -5.0224 28.0009 8.5439
24 O -1.9184 27.5638 7.6335
25 C -1.5589 28.9201 7.7989
26 H -1.6699 25.7884 5.1174
27 H -1.1703 27.2548 4.3413
28 H -2.3368 26.1342 3.6563
29 H -6.1062 27.8948 8.5905
30 H -4.8421 28.8511 9.2017
31 H -4.6526 27.1135 9.0576
32 H -0.9346 29.2539 6.9700
33 H -0.9917 28.9917 8.7269
34 H -2.3959 29.5605 8.0770
35 C 10.6145 12.0268 1.7095
36 O 9.6635 11.8717 2.7003
37 P 8.1082 11.8691 2.3100
38 O 7.2495 11.6894 3.4732
39 O 8.0701 10.6948 1.1237
40 C 7.0737 9.6963 1.1761
41 O 8.0000 13.2205 1.3912
42 C 8.0560 14.5191 1.9831
43 H 11.3458 12.8130 1.8968
44 H 10.3408 12.2375 0.6756
45 H 11.1319 11.0677 1.6867
46 H 6.2525 9.9206 1.8567
47 H 7.4892 8.7629 1.5558
48 H 6.5341 9.4629 0.2582
49 H 8.8701 15.0820 1.5266
50 H 8.2860 14.4796 3.0478
51 H 7.1571 15.1265 1.8771
52 C -2.3383 15.5110 10.3004
53 O -3.0622 15.3024 9.1323
54 P -2.6998 14.0615 8.1361
55 O -1.2200 13.8776 7.9989
56 O -3.5028 12.7652 8.7078
57 C -4.8904 12.6355 8.5847
58 O -3.5103 14.4944 6.8362
59 C -2.9040 15.2285 5.8002
60 H -1.6367 14.7048 10.5143
61 H -3.1673 15.5821 11.0046
62 H -1.8679 16.4903 10.2119
63 H -5.3375 13.2741 9.3466
64 H -5.2638 11.6454 8.8464
65 H -5.2383 12.8681 7.5783
66 H -1.8972 15.5432 6.0748
67 H -3.5221 16.1171 5.6720
68 H -2.8619 14.6263 4.8926
69 C 4.6921 28.9187 5.6520
70 O 4.8828 30.0857 6.3907
71 P 6.3466 30.8005 6.2891
72 O 7.1181 30.6856 5.0281
73 O 6.9240 30.1345 7.6530
74 C 8.0088 29.2288 7.7921
75 O 6.0319 32.3705 6.7675
76 C 7.0107 33.3839 6.6673
77 H 5.5557 28.2589 5.5685
78 H 4.3223 29.1213 4.6469
79 H 3.8580 28.3233 6.0231
80 H 7.5597 28.5819 8.5457
81 H 8.8525 29.7113 8.2856
82 H 8.2912 28.6369 6.9215
83 H 6.9546 33.7888 5.6568
84 H 8.0198 33.0593 6.9210
85 H 6.8075 34.2110 7.3476
86 C 2.7370 17.6626 -2.6812
87 O 3.2347 16.7599 -1.7296
88 C 2.4575 16.1435 -0.8239
89 O 1.2237 16.3095 -0.6816
90 O 3.2708 15.2821 -0.1295
91 C 2.7226 14.5745 0.9850
92 H 2.2568 18.4088 -2.0483
93 H 1.9718 17.3233 -3.3794
94 H 3.5326 18.1881 -3.2093
95 H 2.6489 13.5142 0.7431
96 H 1.7859 15.0060 1.3378
97 H 3.4657 14.6756 1.7759
98 C 9.6770 19.8259 11.5961
99 O 10.1848 18.7618 10.8801
100 C 9.3313 17.7310 10.6048
101 O 8.1645 17.5233 10.9844
102 O 10.0064 16.9229 9.8685
103 C 9.5143 15.5305 9.6523
104 H 10.3541 20.6552 11.3913
105 H 9.6022 19.6234 12.6645
106 H 8.6919 20.0854 11.2083
107 H 9.1863 15.0424 10.5700
108 H 10.2705 14.9743 9.0984
109 H 8.6152 15.5550 9.0366
110 C 4.2124 13.1012 12.9016
111 O 2.8613 12.7729 13.2071
112 C 2.4457 11.5781 12.7514
113 O 3.0392 10.6869 12.1523
114 O 1.1574 11.6093 13.0263
115 C 0.2003 10.7060 12.4718
116 H 5.0300 12.4589 13.2289
117 H 4.3216 14.1104 13.2986
118 H 4.3346 13.0469 11.8198
119 H -0.7660 11.2098 12.4944
120 H 0.1673 9.8080 13.0888
121 H 0.5420 10.4840 11.4608
122 C 3.1953 20.3679 12.9768
123 O 1.8002 20.4862 13.0420
124 C 1.2608 21.6736 12.7324
125 O 1.8467 22.7063 12.3499
126 O -0.0742 21.4491 12.5935
127 C -0.9648 22.5447 12.4090
128 H 3.7007 20.8234 13.8283
129 H 3.6047 20.7300 12.0337
130 H 3.4560 19.3246 13.1546
131 H -1.8358 22.1418 11.8922
132 H -0.5991 23.3978 11.8373
133 H -1.5306 22.9211 13.2612

Atoms 1-6, force components in eV/Å:
C -0.313 0.405 -0.436
O 3.779 -0.243 -0.944
P -1.802 -0.851 -0.370
O -0.383 0.334 1.736
O 0.210 -1.200 -0.297
C 0.389 0.513 0.780

Summary:
F_max: 3.9 eV Å⁻¹
LUMO level: 0.21 eV
Structure (SMILES): COP(=O)(OC)OC.COP(=O)(OC)OC.COP(=O)(OC)OC.COP(=O)(OC)OC.COP(=O)(OC)OC.COC(=O)OC.COC(=O)OC.COC(=O)OC.COC(=O)OC
Electronic energy: -141088.3632 eV
Total charge: 0